[1]
Here is a molecular structure, C19H48B2BrI3N9O23P2 at a distorted geometry from the OMol25 dataset. Energies are from ωB97M-V/def2-TZVPD.

Calculated values
LUMO energy: 1.612 eV
E_HOMO: -4.2 eV
Orbital gap: 5.832 eV
Charge: -1

```
107
C19H48B2BrI3N9O23P2 (ωB97M-V/def2-TZVPD)
C 5.692 2.758 2.600
C 5.331 2.887 1.130
O 5.962 1.861 0.396
C 5.263 1.433 -0.775
C 5.007 -0.071 -0.694
O 3.654 -0.435 -0.836
C 2.831 0.091 0.211
C 1.697 -0.877 0.574
C 2.107 -2.348 0.384
I 4.017 -2.802 1.352
C 1.029 -3.416 0.703
C 1.432 -4.509 1.664
I 0.558 -4.513 -1.124
O 0.752 -0.605 -0.442
B -0.599 -0.375 0.065
B -1.346 1.133 -0.299
O -2.735 1.238 -0.413
O -0.659 2.330 -0.486
C -1.328 3.493 -0.022
P -1.736 -1.797 -0.770
O -3.204 -1.821 0.038
Br -2.120 -0.936 -2.856
O -0.425 -0.570 1.537
C 0.846 -0.455 1.855
I 1.236 1.689 2.413
P 1.090 -1.324 3.504
N -0.079 -2.350 3.775
H 5.998 3.709 3.004
H 6.520 2.074 2.723
H 4.866 2.371 3.170
H 4.251 2.844 1.052
H 5.661 3.865 0.789
H 5.906 1.654 -1.617
H 4.355 1.999 -0.918
H 5.569 -0.580 -1.460
H 5.413 -0.405 0.249
H 2.371 0.985 -0.156
H 3.446 0.274 1.089
H 2.356 -2.421 -0.647
H 0.099 -2.986 1.032
H 2.179 -5.150 1.239
H 1.724 -4.121 2.623
H 0.559 -5.128 1.805
H -3.167 0.855 0.363
H -2.100 3.826 -0.705
H -0.605 4.286 0.062
H -1.800 3.332 0.932
H -3.810 -2.247 -0.583
H 1.074 -0.305 4.465
H 2.374 -1.888 3.527
H 0.282 -3.284 3.906
C 5.030 -2.586 6.262
N 3.619 -2.134 6.124
O 2.774 -2.973 5.891
O 3.411 -0.944 6.249
H 5.061 -3.659 6.123
H 5.609 -2.073 5.500
H 5.365 -2.306 7.255
C -5.092 1.642 -2.374
N -6.448 2.230 -2.559
O -7.369 1.491 -2.839
O -6.545 3.434 -2.415
H -5.151 0.571 -2.529
H -4.434 2.106 -3.101
H -4.768 1.869 -1.363
C -0.280 2.799 -3.274
N 0.114 3.677 -4.411
O -0.698 4.488 -4.815
O 1.230 3.530 -4.864
H -1.291 3.047 -2.979
H -0.216 1.769 -3.615
H 0.414 2.978 -2.459
C -5.661 6.697 -1.016
N -5.521 5.837 0.191
O -4.866 4.826 0.089
O -6.081 6.220 1.201
H -5.120 6.234 -1.832
H -6.719 6.770 -1.244
H -5.249 7.670 -0.770
C -1.640 -3.255 -6.466
N -1.520 -4.161 -5.290
O -0.805 -5.144 -5.402
O -2.129 -3.837 -4.301
H -1.040 -3.657 -7.274
H -2.690 -3.214 -6.737
H -1.282 -2.277 -6.158
C 0.913 1.501 7.500
N 1.244 2.459 6.409
O 0.374 3.221 6.041
O 2.366 2.395 5.959
H -0.115 1.664 7.800
H 1.056 0.499 7.105
H 1.599 1.694 8.319
C 1.666 -3.507 -4.957
N 1.972 -2.703 -6.172
O 1.087 -2.009 -6.630
O 3.091 -2.802 -6.631
H 0.641 -3.318 -4.661
H 1.815 -4.551 -5.216
H 2.355 -3.201 -4.176
C -7.310 -3.505 -0.380
N -6.247 -2.762 -1.109
O -6.308 -1.553 -1.121
O -5.382 -3.431 -1.643
H -8.002 -2.786 0.040
H -7.802 -4.154 -1.098
H -6.823 -4.086 0.396
```


[2]
Here is a molecular structure, C19H48CoO4P2SSi at a distorted geometry from the OMol25 dataset. Energies are from ωB97M-V/def2-TZVPD.

Calculated values
LUMO energy (spin up / spin down): -1.894 / -6.174 eV
Expectation value of S²: 6.0353
E_HOMO (spin up / spin down): -8.4 / -12.6 eV
2S+1: 5
Energy above the lowest of the compared OMol25 structures with the same formula, charge and spin: 0.0 kcal per mole
Orbital gap (spin up / spin down): 6.491 / 6.435 eV
Charge: +1

```
76
C19H48CoO4P2SSi (ωB97M-V/def2-TZVPD)
Co 0.374 0.014 0.125
H -1.170 -0.424 0.271
H -1.171 0.428 0.400
P 0.077 -1.986 -0.660
P 0.043 2.030 -0.420
C 1.326 3.109 0.308
H 1.187 4.140 -0.032
H 1.257 3.075 1.402
H 2.317 2.758 0.000
C -0.034 2.556 -2.168
H -0.918 2.108 -2.635
H -0.089 3.650 -2.240
H 0.867 2.201 -2.682
C -1.468 2.776 0.303
H -1.498 2.599 1.385
H -1.486 3.856 0.108
H -2.346 2.316 -0.163
C 0.176 -2.457 -2.417
H 0.083 -3.545 -2.521
H -0.634 -1.958 -2.959
H 1.141 -2.127 -2.819
C 1.320 -3.054 0.175
H 1.143 -3.077 1.255
H 1.263 -4.073 -0.221
H 2.327 -2.661 0.009
C -1.497 -2.771 -0.125
H -2.331 -2.218 -0.565
H -1.530 -3.813 -0.469
H -1.591 -2.746 0.967
C 2.073 0.016 0.061
O 3.239 0.007 0.144
H 0.207 -0.038 -1.313
C 1.898 3.661 4.767
C 1.775 2.142 4.881
C 2.863 1.455 4.058
C 1.833 1.736 6.366
O 0.467 1.856 4.339
Si -0.319 0.426 4.055
S 0.301 -0.457 2.316
O -0.075 -0.640 5.297
C 0.588 -1.901 5.628
C 1.036 -2.672 4.394
C 1.805 -1.617 6.496
C -0.401 -2.737 6.432
O -1.864 1.028 4.060
C -3.149 0.384 3.910
C -3.321 -0.152 2.493
C -3.289 -0.741 4.926
C -4.210 1.456 4.156
H 2.898 3.986 5.076
H 1.151 4.133 5.413
H 1.721 4.004 3.742
H 3.845 1.745 4.461
H 2.785 0.359 4.090
H 2.823 1.763 3.005
H 1.892 2.642 6.985
H 0.949 1.167 6.670
H 2.717 1.121 6.578
H 1.765 -2.105 3.793
H 1.538 -3.597 4.724
H 0.184 -2.965 3.768
H 1.519 -1.067 7.404
H 2.262 -2.571 6.804
H 2.565 -1.054 5.939
H -0.719 -2.200 7.336
H -1.286 -2.987 5.835
H 0.079 -3.679 6.735
H -2.594 -0.942 2.271
H -4.329 -0.573 2.376
H -3.208 0.652 1.756
H -3.172 -0.353 5.946
H -4.289 -1.191 4.840
H -2.551 -1.532 4.758
H -4.146 1.850 5.176
H -4.101 2.290 3.456
H -5.215 1.036 4.016
```


[3]
Here is a molecular structure, C19H48InN2O3 at a distorted geometry from the OMol25 dataset. Energies are from ωB97M-V/def2-TZVPD.

Calculated values
LUMO energy: 2.398 eV
E_HOMO: -4.1 eV
Orbital gap: 6.460 eV
Charge: -1

```
73
C19H48InN2O3 (ωB97M-V/def2-TZVPD)
C 3.096 -3.025 -0.435
O 2.733 -1.773 -1.006
C 2.551 -1.839 -2.409
C 1.139 -2.312 -2.799
C 0.263 -1.213 -3.438
C -1.173 -1.242 -2.886
C -2.056 -2.330 -3.552
C -2.402 -3.529 -2.644
C -3.871 -3.574 -2.170
C -4.112 -3.333 -0.674
C -3.349 -2.179 -0.036
C -3.832 -0.786 -0.490
In -4.391 0.574 1.226
H 4.181 -3.064 -0.342
H 2.731 -3.863 -1.029
H 2.623 -3.095 0.541
H 2.712 -0.836 -2.801
H 3.281 -2.506 -2.875
H 0.655 -2.715 -1.914
H 1.213 -3.131 -3.513
H 0.200 -1.376 -4.511
H 0.691 -0.239 -3.211
H -1.649 -0.267 -2.907
H -1.110 -1.498 -1.832
H -2.964 -1.879 -3.938
H -1.482 -2.688 -4.407
H -1.707 -3.605 -1.814
H -2.255 -4.415 -3.262
H -4.491 -2.937 -2.795
H -4.222 -4.589 -2.370
H -3.815 -4.254 -0.161
H -5.173 -3.194 -0.472
H -2.273 -2.312 -0.154
H -3.517 -2.267 1.040
H -3.000 -0.270 -0.965
H -4.621 -0.845 -1.241
H -4.541 2.236 0.529
H -3.105 0.620 2.441
H -5.943 0.102 1.978
C 4.575 3.428 -3.380
C 4.152 4.322 -2.218
C 3.839 3.560 -0.922
O 2.601 2.884 -0.912
C 2.588 1.631 -1.574
N 3.032 5.163 -2.650
H 3.723 2.934 -3.846
H 5.061 4.024 -4.153
H 5.280 2.660 -3.053
H 4.997 4.983 -1.994
H 3.771 4.291 -0.112
H 4.653 2.869 -0.662
H 3.539 1.105 -1.452
H 2.358 1.749 -2.637
H 1.800 1.025 -1.128
H 2.826 5.842 -1.922
H 2.202 4.576 -2.683
C -0.354 1.714 4.105
C -1.387 1.786 5.225
C -0.782 2.001 6.621
O -0.165 0.862 7.199
C 1.140 0.588 6.736
N -2.235 0.600 5.146
H 0.137 0.741 4.063
H -0.843 1.862 3.144
H 0.415 2.484 4.221
H -2.021 2.656 5.025
H -1.596 2.260 7.305
H -0.080 2.847 6.623
H 1.695 1.508 6.526
H 1.124 -0.040 5.843
H 1.660 0.039 7.523
H -3.012 0.689 5.796
H -1.706 -0.195 5.495
```